No. 1
Density functional theory data (ωB97M-V with the def2-TZVPD basis set) for a cluster of 2 separate species, C3H10N2O in total.

Element x y z (Å)
H: 3.101 -0.142 0.657
H: -2.179 -2.241 -1.294
O: -2.111 -0.606 -0.072
H: 0.269 -0.772 1.045
H: 1.778 1.767 0.182
H: -2.215 -0.705 -2.151
H: -1.594 0.219 -0.034
H: -0.835 1.862 1.123
N: -0.343 1.758 0.245
C: -1.781 -1.227 -1.293
N: 2.377 -0.666 1.122
H: 2.450 -1.623 0.818
H: -0.254 2.680 -0.143
C: 1.108 -0.121 0.835
C: 0.929 1.126 0.406
H: -0.701 -1.308 -1.447

## Properties
- total energy (eV) = -8299.85233
- charge = 0
- orbital gap (hartree) = 0.3281
- highest occupied orbital energy (eV) = -7.9
- energy relative to the best compared isomer or geometry (same formula, charge and spin) (kcal per mole) = 38.09
- structure (SMILES) = N/C=C/N.CO
- E_LUMO (eV) = 0.990

***

No. 2
Density functional theory data (ωB97M-V with the def2-TZVPD basis set) for a cluster of 2 separate species, C3H10N2O in total in a non-equilibrium geometry.

Element x y z (Å)
H: -1.011 -1.147 3.752
N: -0.771 -0.668 1.708
H: 2.695 0.315 -2.715
H: 1.661 0.463 -0.429
H: 1.203 -1.547 -0.655
O: 0.519 -1.174 -1.270
H: 0.307 0.821 -1.268
H: -1.603 0.547 3.155
C: -1.347 -0.604 2.821
C: -1.367 0.532 0.804
H: -0.618 1.151 0.315
N: 1.704 0.365 -2.724
C: 1.157 0.204 -1.426
H: 1.349 -0.298 -3.416
H: -1.783 -0.118 0.008
H: -2.095 1.157 1.339

## Properties
- total energy (eV) = -8297.54135
- charge = 0
- orbital gap (hartree) = 0.3874
- highest occupied orbital energy (eV) = -9.5
- energy relative to the best compared isomer or geometry (same formula, charge and spin) (kcal per mole) = 91.38
- structure (SMILES) = C=NC.NCO
- E_LUMO (eV) = 1.010

***

No. 3
Density functional theory data (ωB97M-V with the def2-TZVPD basis set) for an isolated molecule of C3H10N2O in a non-equilibrium geometry.

Element x y z (Å)
H: -1.299 -0.706 -0.438
H: 0.861 0.294 -1.175
C: 0.573 0.199 -0.122
C: 0.203 1.638 0.315
O: -1.007 -2.899 0.985
N: 0.309 2.595 -0.770
H: -0.498 2.688 -1.361
H: -1.775 -3.095 0.430
H: -0.772 1.698 0.822
H: 0.637 3.509 -0.514
H: 0.912 1.946 1.062
H: 0.053 -2.631 -0.747
C: -0.084 -2.151 0.236
H: 1.494 -0.106 0.377
H: 0.860 -2.217 0.772
N: -0.468 -0.763 0.129

## Properties
- total energy (eV) = -8299.99114
- charge = 0
- orbital gap (hartree) = 0.3561
- highest occupied orbital energy (eV) = -8.7
- energy relative to the best compared isomer or geometry (same formula, charge and spin) (kcal per mole) = 34.89
- structure (SMILES) = NCCNCO
- E_LUMO (eV) = 0.968

***

No. 4
Density functional theory data (ωB97M-V with the def2-TZVPD basis set) for a cluster of 2 separate species, C3H10N2O in total in a non-equilibrium geometry.

Element x y z (Å)
C: -1.962 -1.107 0.881
H: 3.220 0.722 1.132
H: -1.067 1.217 -1.441
C: 2.892 -0.227 -0.672
H: -0.338 -0.715 -0.573
O: 3.285 -1.332 -0.278
H: -2.068 -2.169 0.767
H: 2.229 1.582 -0.134
H: -1.348 1.663 0.361
N: -1.368 -0.578 -0.370
N: 2.689 0.796 0.220
C: -1.602 0.943 -0.528
H: -2.676 0.940 -0.608
H: -1.476 -0.951 1.973
H: 2.508 -0.114 -1.789
H: -2.917 -0.670 1.059

## Properties
- total energy (eV) = -8299.46520
- charge = 0
- orbital gap (hartree) = 0.3539
- highest occupied orbital energy (eV) = -8.9
- energy relative to the best compared isomer or geometry (same formula, charge and spin) (kcal per mole) = 47.02
- structure (SMILES) = NC=O.CNC
- E_LUMO (eV) = 0.748

***

No. 5
Density functional theory data (ωB97M-V with the def2-TZVPD basis set) for a cluster of 2 separate species, C3H10N2O in total in a non-equilibrium geometry.

Element x y z (Å)
C: 2.017 -1.128 -0.112
C: -2.632 0.474 -0.186
N: -2.000 -0.751 0.353
H: -2.878 1.186 0.623
H: -3.736 0.096 -0.477
H: 1.398 2.303 -0.122
C: 1.122 0.103 -0.046
N: 1.796 1.315 0.119
H: 2.767 1.355 0.681
H: 2.865 -0.997 0.625
H: 2.700 -1.240 -1.133
H: -1.398 -1.363 -0.292
H: -2.268 1.120 -0.965
O: -0.092 0.051 -0.317
H: 1.592 -2.133 0.161
H: -1.254 -0.390 1.087

## Properties
- total energy (eV) = -8298.28797
- charge = 0
- orbital gap (hartree) = 0.3031
- highest occupied orbital energy (eV) = -7.7
- energy relative to the best compared isomer or geometry (same formula, charge and spin) (kcal per mole) = 74.16
- structure (SMILES) = CC(N)=O.CN
- E_LUMO (eV) = 0.533

***

No. 6
Density functional theory data (ωB97M-V with the def2-TZVPD basis set) for a cluster of 2 separate species, C3H10N2O in total in a non-equilibrium geometry.

Element x y z (Å)
H: 0.922 1.492 0.689
H: -0.200 1.580 3.429
H: -1.181 0.005 1.472
C: -0.915 -0.961 -2.550
C: -0.007 -0.636 -1.594
H: 1.661 -1.248 -2.408
C: -0.208 0.377 1.763
N: -0.095 0.596 3.182
H: 0.287 -0.426 1.380
O: -0.024 1.562 0.926
H: -0.286 0.182 -0.935
H: -2.051 -0.831 -2.502
N: 1.354 -0.610 -1.647
H: -0.559 0.138 3.914
H: -0.537 -1.550 -3.419
H: 1.840 0.329 -1.700

## Properties
- total energy (eV) = -8298.35258
- charge = 0
- orbital gap (hartree) = 0.3397
- highest occupied orbital energy (eV) = -8.4
- energy relative to the best compared isomer or geometry (same formula, charge and spin) (kcal per mole) = 72.67
- structure (SMILES) = C=CN.NCO
- E_LUMO (eV) = 0.826